Entry from the OMol25 dataset: a molecular structure, C39H28BrClN3O7PSc at a distorted geometry (wB97M-V/def2-TZVPD).

Results
ΔE to the lowest compared entry with this formula, charge and spin = 7.7 kcal per mole
Net charge = +1
LUMO energy = -0.0970 hartree
Electronic energy = -172256.4505 eV

Cartesian coordinates (Å):
Sc1 0.0448 -1.1648 0.9740
O1 -2.0112 -1.1827 6.8388
C1 -1.6170 -1.2375 5.5670
C2 -2.5135 -1.2198 4.4889
C3 -1.9982 -1.2458 3.2060
N1 -0.6917 -1.3332 2.9828
C4 0.1809 -1.3459 3.9910
C5 -0.2363 -1.2885 5.3037
C6 1.6223 -1.3588 3.4343
O2 2.5881 -1.4025 4.1552
O3 1.6091 -1.3066 2.1429
C7 -2.7505 -1.1120 1.8620
O4 -3.9544 -1.0432 1.8153
O5 -1.9185 -1.0714 0.8791
H1 -2.9747 -1.1396 6.9293
H2 -3.5824 -1.1712 4.6390
H3 0.4775 -1.2766 6.1098
Cl1 2.3798 -0.3538 -0.5284
C8 3.0015 1.0388 0.2789
C9 4.3591 1.2954 0.3052
C10 4.8131 2.4522 0.9203
C11 3.9152 3.3368 1.4973
C12 2.5595 3.0619 1.4880
C13 2.0854 1.9062 0.8735
P1 0.3166 1.4587 0.8389
C14 -0.3414 2.5442 2.1500
C15 -0.9039 3.7948 1.9123
C16 -1.3118 4.5695 2.9837
C17 -1.1833 4.1008 4.2816
C18 -0.6436 2.8468 4.5228
C19 -0.2139 2.0768 3.4582
C20 -0.2807 2.2897 -0.6692
C21 -1.6672 2.3333 -0.8196
C22 -2.2267 3.0606 -1.8525
C23 -1.4034 3.7103 -2.7610
C24 -0.0251 3.6159 -2.6485
C25 0.5428 2.9123 -1.5990
H4 5.0489 0.6154 -0.1655
H5 5.8698 2.6682 0.9398
H6 4.2685 4.2462 1.9591
H7 1.8616 3.7467 1.9516
H8 -1.0118 4.1729 0.9061
H9 -1.7290 5.5472 2.7998
H10 -1.4938 4.7185 5.1094
H11 -0.5516 2.4761 5.5341
H12 0.2523 1.1138 3.6320
H13 -2.2933 1.8104 -0.1061
H14 -3.3009 3.1340 -1.9385
H15 -1.8377 4.2918 -3.5586
H16 0.6162 4.1050 -3.3662
H17 1.6166 2.8585 -1.4974
C26 0.2138 -4.3446 1.9407
O6 0.1131 -3.3938 0.8803
C27 0.0006 -3.9218 -0.3910
C28 -0.0344 -5.2731 -0.6829
C29 -0.1740 -5.6929 -2.0008
Br1 -0.3038 -7.5540 -2.3379
C30 -0.2291 -4.7942 -3.0440
C31 -0.1735 -3.4267 -2.7681
C32 -0.0911 -2.9828 -1.4354
O7 -0.0719 -1.6597 -1.1305
C33 -0.1962 -2.4241 -3.8148
N2 -0.2246 -1.1320 -3.5363
C34 -0.2283 -0.4676 -4.7367
C35 -0.2735 0.8905 -5.0410
C36 -0.2501 1.2429 -6.3728
C37 -0.1793 0.2872 -7.3918
C38 -0.1485 -1.0637 -7.1139
C39 -0.1822 -1.4262 -5.7757
N3 -0.1678 -2.6498 -5.1537
H18 1.1665 -4.8796 1.8824
H19 -0.6229 -5.0487 1.9170
H20 0.1764 -3.7936 2.8820
H21 0.0384 -6.0237 0.0824
H22 -0.3292 -5.1541 -4.0551
H23 -0.1763 -1.1607 -2.1103
H24 -0.3291 1.6257 -4.2565
H25 -0.2852 2.2870 -6.6448
H26 -0.1502 0.6155 -8.4189
H27 -0.0989 -1.8002 -7.8998
H28 -0.1502 -3.5400 -5.6230


Entry from the OMol25 dataset: a molecular structure, C39H28FN4O6Rh at a distorted geometry (wB97M-V/def2-TZVPD).

Results
LUMO energy (alpha / beta) = -0.0547 / -0.0557 hartree
Electronic energy = -64870.6372 eV

Cartesian coordinates (Å):
Rh1 0.2319 0.0347 -0.1491
C1 -1.8607 -2.5926 -2.8183
C2 -0.8738 -2.0459 -2.0190
N1 -1.0671 -0.9047 -1.3510
C3 -2.2652 -0.2787 -1.3979
C4 -3.2883 -0.7238 -2.2691
C5 -3.0585 -1.9179 -2.9841
C6 -4.4568 0.0504 -2.3673
C7 -4.6139 1.1649 -1.5646
C8 -3.6616 1.5427 -0.6359
C9 -2.4415 0.8471 -0.5361
N2 -1.3773 1.0443 0.2976
C10 -1.1156 2.0871 1.1437
C11 -1.8259 3.2882 1.3183
C12 -1.3325 4.2949 2.1304
C13 -0.1441 4.1602 2.8218
C14 0.5980 2.9707 2.7172
C15 1.8216 2.7447 3.3804
C16 2.4695 1.5337 3.2171
C17 1.9270 0.5783 2.3770
N3 0.8023 0.7972 1.6928
C18 0.1095 1.9440 1.8713
H1 -1.6752 -3.5273 -3.3214
H2 0.0872 -2.5227 -1.8964
H3 -3.8247 -2.3039 -3.6368
H4 -5.2289 -0.2417 -3.0611
H5 -5.5131 1.7547 -1.6471
H6 -3.9016 2.3581 0.0191
H7 -2.7366 3.4788 0.7830
H8 -1.8865 5.2202 2.1958
H9 0.2469 4.9795 3.4042
H10 2.2415 3.5174 4.0043
H11 3.3930 1.3263 3.7326
H12 2.3868 -0.3930 2.2534
C19 6.4084 -4.3285 1.4899
C20 6.6092 -3.1352 0.5599
C21 7.7115 -2.2348 1.1232
C22 7.9778 -1.0829 0.1675
C23 6.7013 -0.3379 -0.0741
C24 6.7183 1.0164 -0.3439
C25 5.5362 1.7044 -0.5924
F1 5.6017 3.0291 -0.8103
C26 4.3288 1.0554 -0.6245
C27 4.2989 -0.3160 -0.3460
C28 3.0191 -0.9994 -0.3946
O1 2.0451 -0.4648 -0.9808
C29 2.9906 -2.2821 0.2166
C30 4.1631 -2.9049 0.5270
N4 5.3847 -2.3496 0.3634
C31 5.4740 -1.0220 -0.0167
C32 1.6441 -2.9597 0.5371
O2 1.6713 -4.1702 0.7162
O3 0.6376 -2.2108 0.6213
H13 7.3829 -4.7429 1.7367
H14 5.8243 -5.1178 1.0264
H15 5.9280 -4.0144 2.4138
H16 6.9298 -3.5010 -0.4283
H17 8.6193 -2.8224 1.2623
H18 7.4008 -1.8467 2.0960
H19 8.3470 -1.4746 -0.7862
H20 8.7384 -0.4100 0.5637
H21 7.6517 1.5553 -0.3538
H22 3.4018 1.5702 -0.8302
H23 4.1094 -3.9096 0.9110
O4 -1.1209 5.2552 -2.0815
C33 -1.2302 4.0598 -2.6652
C34 -2.2156 3.8686 -3.6380
C35 -2.3396 2.6596 -4.2866
C36 -1.4911 1.6047 -3.9793
C37 -0.5354 1.7677 -2.9956
C38 -0.4042 2.9754 -2.3238
C39 0.6117 3.1410 -1.2140
O5 0.8358 4.2872 -0.7946
O6 1.1680 2.0998 -0.7808
H24 -0.3302 5.2002 -1.4722
H25 -2.8600 4.7007 -3.8742
H26 -3.0933 2.5389 -5.0517
H27 -1.5755 0.6628 -4.5039
H28 0.1475 0.9550 -2.7612


Entry from the OMol25 dataset: a gas-phase ion, C39H29F3OP (charge +1) at a distorted geometry (wB97M-V/def2-TZVPD).

Results
ΔE to the lowest compared entry with this formula, charge and spin = 0.0 kcal per mole
Net charge = +1
LUMO energy = -0.1152 hartree
Electronic energy = -60396.5768 eV

Cartesian coordinates (Å):
F1 -0.4214 0.4184 4.0014
C1 -1.1723 0.3269 2.8511
C2 -2.5598 0.3930 2.9461
C3 -3.2909 0.2526 1.7665
F2 -4.6635 0.2396 1.8428
C4 -2.6885 0.0820 0.5250
C5 -1.2952 -0.0045 0.4891
C6 -0.6345 -0.1494 -0.8750
C7 -0.4045 1.2917 -1.4283
C8 -0.8408 1.5952 -2.7153
C9 -0.6536 2.8614 -3.2602
C10 -0.0558 3.8796 -2.5089
C11 0.3408 3.5539 -1.2138
F3 0.9438 4.5300 -0.4598
C12 0.1846 2.2790 -0.6461
C13 -0.5165 0.1405 1.6336
H1 -3.0553 0.5247 3.9063
H2 -3.2655 -0.0258 -0.3935
H3 -1.3793 -0.6182 -1.5323
H4 -1.2856 0.8083 -3.3153
H5 -0.9875 3.0415 -4.2793
H6 0.1117 4.8761 -2.9245
H7 0.5516 2.1086 0.3670
H8 0.5733 0.1241 1.6095
C14 1.6868 -3.9227 3.7665
C15 2.1179 -2.7255 3.1924
C16 1.6804 -2.3714 1.9157
C17 0.7532 -3.1820 1.2285
P1 0.0953 -2.7710 -0.3986
C18 0.5529 -4.0050 -1.6361
C19 0.2936 -3.8001 -3.0065
C20 0.7020 -4.7503 -3.9417
C21 1.3460 -5.9141 -3.5189
C22 1.5620 -6.1446 -2.1598
C23 1.1727 -5.1915 -1.2196
C24 -1.6950 -3.0388 -0.2877
C25 -2.4594 -3.2524 -1.4491
C26 -3.8291 -3.5012 -1.3488
C27 -4.4502 -3.5059 -0.0986
C28 -3.7015 -3.2660 1.0547
C29 -2.3346 -3.0203 0.9632
C30 0.5472 -1.0104 -0.8202
C31 1.3945 -0.9776 -2.1376
O1 1.0106 -0.3001 -3.0925
C32 2.6565 -1.7742 -2.2732
C33 3.3282 -2.4572 -1.2426
C34 4.2846 -3.4271 -1.5601
C35 4.6439 -3.6520 -2.8953
C36 4.0586 -2.8948 -3.9134
C37 3.1169 -1.9245 -3.5977
C38 0.3245 -4.3896 1.8227
C39 0.8213 -4.7733 3.0695
H9 2.0343 -4.1911 4.7615
H10 2.8078 -2.0599 3.7180
H11 2.0766 -1.4618 1.4593
H12 -0.1997 -2.8836 -3.3486
H13 0.5391 -4.5586 -5.0043
H14 1.6986 -6.6324 -4.2559
H15 2.0563 -7.0558 -1.8200
H16 1.3922 -5.3451 -0.1623
H17 -1.9875 -3.2357 -2.4325
H18 -4.4038 -3.6858 -2.2586
H19 -5.5237 -3.6765 -0.0201
H20 -4.1779 -3.2506 2.0350
H21 -1.7612 -2.7713 1.8602
H22 1.2132 -0.6228 -0.0383
H23 3.0477 -2.2567 -0.2051
H24 4.7235 -4.0385 -0.7675
H25 5.3775 -4.4164 -3.1369
H26 4.3073 -3.0596 -4.9612
H27 2.6364 -1.3431 -4.3832
H28 -0.3939 -5.0315 1.2999
H29 0.5276 -5.7377 3.4900


Entry from the OMol25 dataset: a molecular structure, C39H29HgN13O2S2 (wB97M-V/def2-TZVPD).

Results
ΔE to the lowest compared entry with this formula, charge and spin = 0.0 kcal per mole
<S²> = 0.762
Net charge = +1
LUMO energy (alpha / beta) = -0.1002 / -0.1047 hartree
Electronic energy = -90218.9452 eV
Multiplicity = 2

Cartesian coordinates (Å):
Hg1 -0.8500 -0.5429 -1.0327
C1 -3.7446 2.0940 3.1435
N1 -2.8771 1.1073 2.4924
C2 -2.5785 0.9860 1.2060
N2 -1.6134 0.0863 1.0699
C3 -1.3529 -0.3121 2.3442
N3 -2.0911 0.2928 3.2388
C4 -3.2476 3.4960 2.8970
C5 -4.1382 4.5401 2.6938
C6 -3.6697 5.8372 2.5156
C7 -2.3096 6.0912 2.5151
C8 -1.4160 5.0391 2.6957
C9 -1.8819 3.7495 2.8963
C10 0.0233 5.3077 2.6569
N4 0.6492 6.3928 2.9254
N5 2.0079 6.1292 2.6798
C11 2.0683 4.9084 2.2965
O1 0.8494 4.3076 2.2419
C12 3.2523 4.1344 1.9029
C13 4.4072 4.2475 2.6659
C14 5.5372 3.5322 2.3025
C15 5.5094 2.7187 1.1810
C16 4.3624 2.6251 0.3967
C17 4.4557 1.8351 -0.8844
N6 3.2136 1.1696 -1.2887
C18 2.2816 0.5606 -0.5657
N7 1.3891 0.0102 -1.3784
C19 1.8390 0.3337 -2.6222
N8 2.9467 1.0284 -2.6106
C20 3.2278 3.3339 0.7642
H1 -3.7058 1.8304 4.1990
H2 -4.7680 1.9631 2.7961
H3 -3.0529 1.5324 0.4046
H4 -0.6195 -1.0575 2.6041
H5 -5.2045 4.3469 2.6813
H6 -4.3688 6.6480 2.3629
H7 -1.9281 7.0920 2.3628
H8 -1.1751 2.9429 3.0558
H9 4.4072 4.8885 3.5371
H10 6.4378 3.6045 2.8969
H11 6.3958 2.1609 0.9021
H12 5.2361 1.0795 -0.8015
H13 4.7089 2.4785 -1.7257
H14 2.2736 0.5467 0.5120
H15 1.3234 0.0572 -3.5288
H16 2.3310 3.3046 0.1547
S1 -1.9001 -0.2585 -3.9265
C21 -1.4608 1.3476 -3.4588
N9 -1.0978 1.6628 -2.2446
C22 -0.7725 3.0119 -2.1406
C23 -0.3244 3.6555 -0.9855
C24 -0.0004 4.9964 -1.0634
C25 -0.1230 5.7023 -2.2672
C26 -0.5746 5.0777 -3.4119
C27 -0.8984 3.7248 -3.3354
S2 -1.4799 2.6669 -4.5781
H17 -0.2419 3.1101 -0.0514
H18 0.3522 5.5234 -0.1868
H19 0.1380 6.7515 -2.2988
H20 -0.6729 5.6254 -4.3395
N10 0.6885 -7.8535 -0.8218
C28 0.3280 -9.1831 -0.9483
C29 1.0532 -10.3676 -0.8223
C30 0.3497 -11.5353 -1.0221
C31 -1.0248 -11.5308 -1.3359
C32 -1.7281 -10.3543 -1.4577
C33 -1.0312 -9.1594 -1.2591
N11 -1.4879 -7.8498 -1.3229
C34 -0.4430 -7.1204 -1.0604
C35 -0.4804 -5.6495 -1.0261
C36 0.6287 -4.8702 -0.7158
C37 0.5036 -3.4952 -0.7128
N12 -0.6478 -2.8817 -0.9907
C38 -1.7190 -3.6261 -1.2966
C39 -1.6758 -5.0034 -1.3231
H21 1.6065 -7.5062 -0.6140
H22 2.1079 -10.3776 -0.5825
H23 0.8650 -12.4827 -0.9365
H24 -1.5315 -12.4747 -1.4836
H25 -2.7823 -10.3415 -1.6994
H26 1.5908 -5.3030 -0.4787
H27 1.3525 -2.8594 -0.4929
H28 -2.6246 -3.0834 -1.5341
H29 -2.5524 -5.5830 -1.5747
O2 -3.7977 0.1465 -1.8342
N13 -3.0321 -0.7107 -2.1178


Entry from the OMol25 dataset: a molecular structure, C39H29ILuN2O2P at a distorted geometry (wB97M-V/def2-TZVPD).

Results
ΔE to the lowest compared entry with this formula, charge and spin = 8.4 kcal per mole
Net charge = +2
LUMO energy = -0.2425 hartree
Electronic energy = -98986.4869 eV

Cartesian coordinates (Å):
Lu1 0.6246 -0.8001 -0.4422
C1 2.9611 -0.8250 -3.0624
O1 2.5231 -1.2853 -1.7726
C2 3.1341 -2.4607 -1.2877
C3 3.9284 -3.2981 -2.0445
C4 4.4830 -4.4283 -1.4559
C5 4.2575 -4.7205 -0.1206
C6 3.4620 -3.8820 0.6394
C7 2.8897 -2.7538 0.0628
N1 2.0828 -1.8370 0.7827
N2 2.2433 -1.8621 2.0630
C8 1.5990 -1.0349 2.8858
C9 0.5260 -0.1675 2.4906
O2 -0.0387 -0.2899 1.3128
C10 0.0672 0.8017 3.3994
C11 0.5654 0.8630 4.6707
C12 1.5376 -0.0496 5.1485
C13 1.9917 0.0026 6.4813
C14 2.9360 -0.8844 6.9261
C15 3.4573 -1.8421 6.0478
C16 3.0388 -1.9035 4.7370
C17 2.0643 -1.0164 4.2639
H1 2.7310 -1.5583 -3.8331
H2 4.0298 -0.6183 -3.0395
H3 2.4173 0.0940 -3.2708
H4 4.1442 -3.0924 -3.0833
H5 5.1021 -5.0770 -2.0601
H6 4.6992 -5.5992 0.3277
H7 3.2578 -4.0847 1.6806
H8 -0.6988 1.4875 3.0684
H9 0.1992 1.6234 5.3506
H10 1.5843 0.7556 7.1445
H11 3.2825 -0.8433 7.9497
H12 4.2008 -2.5447 6.4000
H13 3.4573 -2.6436 4.0719
I1 -0.6418 -1.9085 -2.9282
C18 -1.5988 -0.3463 -4.1531
C19 -1.5378 -0.7430 -5.4563
C20 -2.1516 0.0267 -6.4554
C21 -2.8386 1.1443 -6.0957
C22 -2.9059 1.5603 -4.7456
C23 -3.6362 2.7320 -4.4516
C24 -3.7268 3.2161 -3.1814
C25 -3.0738 2.5253 -2.1561
C26 -2.3417 1.3798 -2.3812
P1 -1.5627 0.7149 -0.8548
C27 -0.5932 2.1502 -0.2346
C28 0.7552 2.1293 -0.6220
C29 1.6323 3.1286 -0.2336
C30 1.1703 4.1624 0.5683
C31 -0.1575 4.1881 0.9678
C32 -1.0382 3.1876 0.5739
C33 -3.0113 0.3416 0.1702
C34 -3.9777 -0.4594 -0.4453
C35 -5.0745 -0.9016 0.2734
C36 -5.2124 -0.5560 1.6116
C37 -4.2518 0.2321 2.2261
C38 -3.1474 0.6758 1.5131
C39 -2.2450 0.8301 -3.6955
H14 -1.0386 -1.6619 -5.7327
H15 -2.0810 -0.2885 -7.4870
H16 -3.3542 1.7430 -6.8351
H17 -4.1371 3.2377 -5.2675
H18 -4.2812 4.1188 -2.9667
H19 -3.1579 2.8981 -1.1446
H20 1.1048 1.3706 -1.3438
H21 2.6646 3.1134 -0.5588
H22 1.8437 4.9544 0.8662
H23 -0.5198 4.9967 1.5896
H24 -2.0719 3.2276 0.8919
H25 -3.8816 -0.7231 -1.4935
H26 -5.8254 -1.5119 -0.2102
H27 -6.0720 -0.8987 2.1714
H28 -4.3588 0.5005 3.2690
H29 -2.4074 1.2882 2.0054


Entry from the OMol25 dataset: a molecular structure, C39H30BF2FeI2N2OP2 at a distorted geometry (wB97M-V/def2-TZVPD).

Results
<S²> = 8.855
LUMO energy (alpha / beta) = 0.0113 / -0.0875 hartree
Electronic energy = -121236.5064 eV
Multiplicity = 6

Cartesian coordinates (Å):
Fe1 0.4509 0.3664 0.0072
C1 2.4445 0.9342 -2.4680
P1 0.9897 -0.1748 -2.4594
C2 1.3620 -1.3270 -3.8338
C3 0.5104 -1.6166 -4.8938
C4 0.8224 -2.6437 -5.7728
C5 1.9788 -3.3872 -5.5997
C6 2.8344 -3.1028 -4.5422
C7 2.5195 -2.0917 -3.6538
C8 -0.4958 0.7573 -2.8794
C9 -0.5171 2.1538 -2.8462
C10 -1.6729 2.8370 -3.1787
C11 -2.8168 2.1438 -3.5501
C12 -2.8057 0.7551 -3.5667
C13 -1.6605 0.0620 -3.2227
C14 2.9871 1.0874 -1.0788
C15 4.1235 1.7126 -0.6235
C16 4.1786 1.4779 0.7770
C17 3.0815 0.7139 1.0954
C18 2.6511 0.0751 2.3777
P2 0.8125 -0.1642 2.3359
C19 0.2411 0.2140 4.0428
C20 -1.0376 -0.2282 4.3935
C21 -1.5445 -0.0014 5.6604
C22 -0.7888 0.6881 6.5993
C23 0.4568 1.1784 6.2442
C24 0.9650 0.9550 4.9720
C25 0.6010 -1.9888 2.4451
C26 -0.5782 -2.5208 1.9306
C27 -0.8328 -3.8817 1.9934
C28 0.0927 -4.7280 2.5821
C29 1.2570 -4.2037 3.1260
C30 1.5082 -2.8424 3.0665
N1 2.3437 0.4831 -0.0352
H1 2.1362 1.8868 -2.9046
H2 3.1872 0.5015 -3.1377
H3 -0.3830 -1.0275 -5.0484
H4 0.1514 -2.8717 -6.5905
H5 2.2153 -4.1900 -6.2855
H6 3.7360 -3.6838 -4.4008
H7 3.1692 -1.8974 -2.8067
H8 0.3581 2.7107 -2.5382
H9 -1.6814 3.9191 -3.1486
H10 -3.7165 2.6797 -3.8218
H11 -3.6965 0.2079 -3.8461
H12 -1.6636 -1.0205 -3.1989
H13 4.8185 2.2933 -1.2104
H14 4.9379 1.8362 1.4546
H15 2.9564 0.6804 3.2263
H16 3.1182 -0.9064 2.4713
H17 -1.6337 -0.7702 3.6697
H18 -2.5314 -0.3621 5.9203
H19 -1.1726 0.8475 7.5984
H20 1.0410 1.7408 6.9615
H21 1.9342 1.3644 4.7251
H22 -1.2976 -1.8518 1.4802
H23 -1.7469 -4.2816 1.5729
H24 -0.0957 -5.7928 2.6287
H25 1.9760 -4.8646 3.5935
H26 2.4096 -2.4529 3.5224
I1 0.4910 5.3726 0.6149
C31 -1.1545 4.0906 0.4999
C32 -2.4471 4.5452 0.5773
C33 -3.4946 3.6347 0.4395
I2 -5.4466 4.3967 0.5953
C34 -3.2884 2.2547 0.2163
C35 -4.3013 1.2988 0.0069
C36 -3.9262 -0.0417 -0.2048
C37 -2.6131 -0.4053 -0.1958
N2 -1.5846 0.4820 0.0237
C38 -1.9400 1.8062 0.1905
C39 -0.8671 2.7130 0.3032
O1 0.3524 2.2616 0.1997
H27 -2.6500 5.5929 0.7463
H28 -5.3412 1.5885 0.0165
H29 -4.6843 -0.7965 -0.3666
H30 -2.3309 -1.4369 -0.3481
F1 -0.3578 -2.1772 -1.1267
B1 0.7665 -1.4186 -0.9621
F2 1.8297 -2.1482 -0.5568